{
  "formula": "C4H12N2O",
  "method": "ωB97M-V with the def2-TZVPD basis set",
  "elements": ["C", "O", "C", "C", "H", "H", "H", "H", "H", "H", "H", "N", "C", "N", "H", "H", "H", "H", "H"],
  "coordinates": [[-0.01, -0.69, 1.60], [-0.25, -0.99, 0.27], [-0.50, 0.69, 2.03], [0.01, 1.81, 1.12], [1.07, -0.76, 1.84], [-0.50, -1.43, 2.25], [-0.14, 0.87, 3.04], [-1.58, 0.69, 2.06], [-0.14, 2.78, 1.59], [-0.52, 1.83, 0.17], [1.06, 1.67, 0.91], [0.87, -1.69, -2.05], [0.22, -0.69, -2.61], [-0.54, 0.06, -1.88], [0.71, -1.83, -1.04], [1.45, -2.33, -2.57], [0.34, -0.53, -3.67], [-1.08, 0.75, -2.38], [-0.47, -0.22, -0.69]],
  "homo_ev": -8.321,
  "relative_energy_kj_mol": 150.27
}

{
  "formula": "C6H7Cl",
  "method": "ωB97M-V with the def2-TZVPD basis set",
  "elements": ["C", "C", "C", "C", "C", "C", "Cl", "H", "H", "H", "H", "H", "H", "H"],
  "coordinates": [[-0.89, 0.78, 0.84], [-0.38, -0.19, 1.71], [-0.31, -1.48, -0.24], [-0.01, 0.26, -0.29], [0.59, -0.74, 0.67], [0.47, 1.15, -1.41], [2.29, -1.11, 0.95], [-1.66, 1.48, 1.01], [-0.49, -0.45, 2.72], [-1.32, -1.60, 0.19], [-0.13, -2.20, -1.06], [1.10, 0.64, -2.11], [1.15, 2.00, -1.09], [-0.40, 1.45, -1.90]],
  "homo_ev": -8.417,
  "relative_energy_kj_mol": 294.52
}

{
  "formula": "C4H7N3",
  "method": "ωB97M-V with the def2-TZVPD basis set",
  "elements": ["N", "C", "C", "C", "N", "C", "N", "H", "H", "H", "H", "H", "H", "H"],
  "coordinates": [[1.56, 0.70, 1.50], [0.51, 0.52, 0.55], [-0.91, 0.00, 0.72], [-0.82, -0.68, -0.45], [-1.66, -1.42, -1.24], [0.60, -0.24, -0.70], [0.59, 1.25, -0.72], [1.44, 1.58, 1.99], [1.51, -0.03, 2.20], [-1.75, 0.31, 1.33], [-1.45, -1.39, -2.23], [-2.65, -1.32, -1.05], [1.45, -0.81, -1.07], [1.57, 1.54, -0.82]],
  "homo_ev": -7.807,
  "relative_energy_kj_mol": 270.87
}

{
  "formula": "C23H43N2O36PS8",
  "method": "ωB97M-V with the def2-TZVPD basis set",
  "elements": ["N", "C", "C", "C", "C", "C", "P", "N", "O", "C", "O", "O", "C", "O", "H", "H", "H", "H", "H", "H", "H", "H", "H", "H", "H", "C", "C", "O", "S", "O", "O", "O", "H", "H", "H", "H", "C", "C", "O", "S", "O", "O", "O", "H", "H", "H", "H", "C", "C", "O", "S", "O", "O", "O", "H", "H", "H", "H", "C", "C", "O", "S", "O", "O", "O", "H", "H", "H", "H", "C", "C", "O", "S", "O", "O", "O", "H", "H", "H", "H", "C", "C", "O", "S", "O", "O", "O", "H", "H", "H", "H", "C", "C", "O", "S", "O", "O", "O", "H", "H", "H", "H", "C", "C", "O", "S", "O", "O", "O", "H", "H", "H", "H"],
  "coordinates": [[-4.18, 1.41, -1.57], [-2.82, 1.92, -1.91], [-2.28, 2.58, -0.63], [-0.88, 3.30, -0.78], [-0.15, 3.01, -2.08], [0.31, 3.93, -2.95], [0.31, 5.79, -2.76], [-0.97, 6.54, -3.63], [1.68, 6.36, -3.55], [0.89, 3.25, -4.22], [1.02, 3.66, -5.33], [1.26, 1.99, -3.71], [0.32, 1.69, -2.71], [0.09, 0.54, -2.48], [-4.64, 2.05, -0.93], [-4.72, 1.26, -2.41], [-2.94, 2.62, -2.76], [-2.23, 1.03, -2.14], [-3.02, 3.36, -0.34], [-2.21, 1.89, 0.23], [-0.25, 3.14, 0.11], [-1.09, 4.39, -0.78], [-1.85, 6.14, -3.32], [-0.85, 6.49, -4.64], [2.44, 5.81, -3.28], [-1.62, -3.12, 0.08], [-2.84, -3.78, -0.52], [-3.66, -2.69, -0.96], [-2.72, -1.47, -1.43], [-2.58, -1.53, -2.84], [-3.15, -0.29, -0.76], [-1.34, -2.00, -0.76], [-1.82, -2.75, 1.09], [-0.76, -3.79, 0.12], [-3.37, -4.39, 0.20], [-2.57, -4.38, -1.39], [-2.51, -1.99, 5.88], [-3.74, -2.43, 5.11], [-3.46, -2.08, 3.75], [-1.88, -2.21, 3.48], [-1.62, -3.48, 2.90], [-1.42, -1.00, 2.91], [-1.41, -2.29, 5.02], [-2.52, -0.91, 6.06], [-2.41, -2.52, 6.83], [-4.64, -1.94, 5.46], [-3.87, -3.51, 5.16], [5.94, 8.22, -5.67], [5.33, 9.53, -6.14], [3.93, 9.39, -5.88], [3.71, 8.47, -4.57], [3.51, 9.31, -3.45], [2.81, 7.42, -4.90], [5.21, 7.86, -4.49], [5.79, 7.43, -6.41], [7.00, 8.31, -5.45], [5.51, 9.72, -7.19], [5.70, 10.37, -5.54], [-2.57, -7.86, 4.57], [-3.76, -8.57, 3.95], [-4.60, -7.52, 3.46], [-3.69, -6.28, 3.00], [-3.51, -6.36, 1.59], [-4.17, -5.11, 3.64], [-2.32, -6.74, 3.70], [-2.82, -7.47, 5.56], [-1.69, -8.49, 4.63], [-4.29, -9.20, 4.66], [-3.45, -9.18, 3.09], [-8.01, -5.60, -1.78], [-7.66, -5.87, -3.23], [-6.45, -5.15, -3.45], [-5.58, -5.13, -2.09], [-4.62, -6.17, -2.15], [-5.24, -3.78, -1.80], [-6.76, -5.59, -1.09], [-8.47, -4.61, -1.67], [-8.68, -6.35, -1.37], [-8.44, -5.54, -3.92], [-7.47, -6.93, -3.39], [-1.78, -5.12, 10.94], [-0.68, -4.10, 10.70], [-0.14, -4.45, 9.42], [-1.30, -5.06, 8.50], [-1.80, -4.03, 7.66], [-0.87, -6.31, 7.99], [-2.39, -5.32, 9.66], [-1.37, -6.07, 11.28], [-2.51, -4.77, 11.66], [0.09, -4.13, 11.47], [-1.09, -3.09, 10.63], [9.78, 6.05, -3.10], [9.02, 5.69, -4.36], [9.67, 6.41, -5.41], [11.24, 6.53, -5.06], [11.94, 5.51, -5.76], [11.61, 7.90, -5.15], [11.15, 6.11, -3.51], [9.49, 7.03, -2.73], [9.65, 5.31, -2.32], [7.97, 5.96, -4.30], [9.10, 4.62, -4.58], [3.38, 0.51, -1.41], [4.29, -0.68, -1.17], [5.33, -0.17, -0.33], [4.73, 0.97, 0.63], [4.43, 0.40, 1.89], [5.55, 2.13, 0.50], [3.35, 1.22, -0.16], [3.80, 1.18, -2.17], [2.38, 0.21, -1.70], [4.70, -1.08, -2.09], [3.76, -1.47, -0.63]],
  "homo_ev": -7.476
}